(1)
{
  "formula": "C17H46FGaIN6O3P2",
  "method": "the ωB97M-V functional and the def2-TZVPD basis",
  "symbols": ["O", "C", "I", "C", "Ga", "C", "C", "C", "F", "H", "H", "H", "H", "H", "H", "H", "H", "H", "H", "O", "P", "N", "C", "C", "N", "C", "C", "N", "C", "C", "H", "H", "H", "H", "H", "H", "H", "H", "H", "H", "H", "H", "H", "H", "H", "H", "H", "H", "O", "P", "N", "C", "C", "N", "C", "C", "N", "C", "C", "H", "H", "H", "H", "H", "H", "H", "H", "H", "H", "H", "H", "H", "H", "H", "H", "H", "H"],
  "xyz": [[1.303, -2.623, 5.647], [1.257, -1.692, 4.965], [2.930, -0.152, 5.272], [0.337, -1.293, 3.901], [-1.555, -2.157, 3.864], [-2.802, -0.855, 4.808], [-4.259, -1.357, 4.813], [-5.260, -0.243, 4.559], [-4.981, 0.867, 5.377], [0.842, -1.411, 2.937], [0.180, -0.217, 4.029], [-1.992, -2.189, 2.320], [-1.623, -3.647, 4.457], [-2.759, 0.066, 4.213], [-2.487, -0.617, 5.826], [-4.487, -1.734, 5.817], [-4.421, -2.161, 4.087], [-6.270, -0.550, 4.853], [-5.256, 0.073, 3.512], [-1.304, -2.206, -0.667], [-0.295, -2.345, -1.729], [-1.172, -3.083, -3.011], [-0.600, -3.873, -4.074], [-2.382, -2.389, -3.418], [0.854, -3.427, -1.011], [0.909, -4.819, -1.425], [0.919, -3.366, 0.451], [0.865, -1.521, -2.602], [0.420, -0.359, -3.364], [2.238, -1.917, -2.842], [-0.095, -3.276, -4.853], [-1.400, -4.435, -4.565], [0.102, -4.612, -3.708], [-2.177, -1.529, -4.073], [-2.923, -2.033, -2.543], [-3.044, -3.070, -3.960], [-0.066, -5.324, -1.376], [1.603, -5.359, -0.778], [1.316, -4.925, -2.432], [0.137, -3.942, 0.957], [0.870, -2.345, 0.823], [1.890, -3.771, 0.754], [0.259, -0.607, -4.423], [1.153, 0.447, -3.301], [-0.509, 0.037, -2.957], [2.309, -2.704, -3.603], [2.730, -2.254, -1.937], [2.799, -1.052, -3.206], [-0.292, 1.881, -1.180], [0.518, 3.028, -0.722], [1.548, 3.336, -2.055], [2.828, 4.003, -1.983], [0.886, 3.537, -3.334], [1.367, 2.383, 0.632], [2.779, 2.044, 0.544], [0.646, 1.293, 1.296], [0.384, 4.554, -0.066], [-0.407, 5.529, -0.810], [1.103, 5.091, 1.077], [2.754, 5.097, -1.868], [3.378, 3.810, -2.907], [3.446, 3.618, -1.181], [0.471, 4.550, -3.443], [0.074, 2.822, -3.456], [1.590, 3.377, -4.154], [3.013, 1.386, -0.305], [3.078, 1.536, 1.462], [3.406, 2.936, 0.492], [0.770, 0.333, 0.783], [-0.419, 1.502, 1.360], [1.020, 1.191, 2.316], [0.223, 6.194, -1.415], [-1.004, 6.143, -0.134], [-1.106, 5.026, -1.481], [2.134, 5.352, 0.819], [1.108, 4.401, 1.914], [0.603, 6.000, 1.418]],
  "atomic_forces_ev_per_a": [[0.5, -1.1, 1.1], [-0.9, 0.3, -1.2], [0.5, 0.4, 0.1], [-0.1, 0.6, 0.1], [-0.3, -0.2, -0.1], [0.0, -0.2, -0.4], [0.2, 0.6, 0.6], [-0.2, -0.4, 0.2], [0.0, 0.0, -0.2], [0.1, -0.1, 0.1], [0.1, 0.0, -0.2], [0.1, 0.1, 0.0], [0.1, 0.0, 0.1], [0.1, 0.0, 0.1], [0.0, 0.1, -0.1], [0.0, -0.3, -0.2], [-0.2, 0.1, 0.0], [0.0, 0.0, -0.3], [0.1, 0.2, 0.1], [-0.1, 2.6, -0.2], [1.3, -4.4, -0.2], [-0.2, -0.2, 0.4], [0.3, 0.4, -0.4], [-0.2, 0.1, 0.2], [-0.3, -0.4, -0.3], [0.2, 0.0, -0.2], [0.1, 0.2, 0.2], [-0.7, 1.8, 0.5], [-0.2, -0.1, -0.3], [0.3, 0.0, 0.2], [0.0, 0.0, 0.0], [-0.1, 0.1, 0.0], [0.0, 0.1, 0.0], [0.0, -0.1, -0.1], [0.1, 0.0, 0.0], [0.1, -0.1, 0.0], [0.0, 0.0, 0.0], [-0.1, 0.1, 0.1], [0.0, 0.0, 0.1], [-0.1, 0.1, -0.1], [-0.1, 0.0, -0.1], [0.0, 0.0, 0.0], [0.1, 0.0, 0.0], [0.0, 0.0, 0.1], [0.0, 0.0, 0.1], [0.0, 0.0, 0.0], [-0.1, -0.1, 0.0], [-0.1, 0.1, -0.1], [-2.2, 1.5, -0.3], [4.2, -1.6, 1.2], [-0.1, -0.5, -0.1], [-0.1, 0.5, 0.1], [-0.2, -0.2, -0.1], [0.3, 0.0, -0.4], [0.2, 0.2, 0.1], [-0.2, -0.1, 0.1], [-2.0, 0.2, -0.5], [0.2, 0.0, -0.2], [0.0, 0.0, 0.3], [0.0, 0.0, 0.0], [-0.1, 0.0, -0.1], [-0.1, 0.1, 0.0], [0.1, 0.0, -0.1], [0.0, 0.0, 0.1], [0.1, 0.0, 0.0], [0.0, 0.0, 0.0], [-0.1, -0.1, 0.0], [0.0, 0.0, 0.0], [-0.1, 0.0, 0.0], [0.0, 0.0, -0.1], [0.1, 0.1, 0.0], [0.0, 0.0, 0.0], [0.0, 0.0, 0.0], [0.0, 0.0, 0.0], [0.0, 0.0, 0.0], [0.1, -0.1, -0.1], [-0.1, 0.0, -0.2]],
  "mulliken_charge": [-0.38, 0.13, -0.32, -0.29, 0.30, -0.76, -0.58, -0.42, -0.31, 0.15, 0.28, -0.23, -0.38, 0.35, 0.43, 0.23, 0.26, 0.30, 0.27, -0.88, 0.53, 0.19, -0.77, -1.06, 0.35, -1.24, -0.78, 0.82, -1.27, -1.05, 0.19, 0.38, 0.10, 0.29, 0.25, 0.40, 0.36, 0.38, 0.32, 0.41, -0.23, 0.42, 0.18, 0.41, 0.36, 0.26, 0.30, 0.40, -0.77, 0.29, 0.48, -0.79, -1.26, 0.43, -1.18, -1.46, 0.28, -1.16, -0.82, 0.22, 0.37, 0.11, 0.28, 0.34, 0.40, 0.34, 0.36, 0.31, 0.36, 0.39, 0.49, 0.31, 0.40, 0.33, 0.25, 0.25, 0.37],
  "e_lumo_ev": 2.18,
  "charge": -1
}


(2)
{
  "formula": "C17H46N15O8",
  "method": "the ωB97M-V functional and the def2-TZVPD basis",
  "symbols": ["C", "C", "O", "O", "C", "C", "C", "C", "C", "C", "N", "C", "C", "N", "C", "N", "H", "H", "H", "H", "H", "H", "H", "H", "H", "H", "H", "H", "H", "H", "H", "H", "H", "H", "H", "H", "H", "H", "C", "O", "N", "N", "H", "H", "H", "H", "C", "O", "N", "N", "H", "H", "H", "H", "C", "O", "N", "N", "H", "H", "H", "H", "C", "O", "N", "N", "H", "H", "H", "H", "C", "O", "N", "N", "H", "H", "H", "H", "C", "O", "N", "N", "H", "H", "H", "H"],
  "xyz": [[6.791, 1.069, 1.639], [7.394, 2.319, 0.923], [8.592, 2.316, 0.704], [6.687, 3.450, 0.541], [5.321, 3.148, 0.182], [4.578, 4.335, -0.525], [3.027, 3.939, -0.553], [2.238, 4.815, 0.515], [0.826, 5.209, -0.105], [-0.298, 4.148, 0.329], [0.250, 2.770, 0.387], [-0.019, 1.882, -0.790], [-0.156, 0.525, 0.001], [-0.177, 0.743, 1.453], [0.198, 2.112, 1.631], [0.503, 2.757, 2.772], [5.705, 0.885, 1.444], [6.933, 1.072, 2.752], [7.342, 0.166, 1.257], [4.768, 2.914, 1.144], [5.299, 2.221, -0.464], [4.966, 4.505, -1.563], [4.767, 5.279, 0.050], [2.958, 2.867, -0.198], [2.593, 3.966, -1.583], [2.098, 4.225, 1.460], [2.817, 5.740, 0.779], [0.927, 5.289, -1.215], [0.520, 6.195, 0.346], [-1.158, 4.247, -0.388], [-0.629, 4.490, 1.351], [-0.909, 2.112, -1.422], [0.989, 1.822, -1.270], [0.517, -0.279, -0.407], [-1.169, 0.070, -0.190], [-1.034, 0.464, 1.937], [-0.165, 3.107, 3.450], [1.511, 2.826, 2.992], [2.722, -2.983, 0.727], [3.345, -1.928, 0.855], [1.377, -3.057, 0.865], [3.328, -4.162, 0.435], [0.845, -3.905, 0.763], [0.894, -2.205, 1.082], [4.327, -4.148, 0.325], [2.835, -5.029, 0.326], [-2.041, -3.665, -0.031], [-1.284, -3.799, 0.925], [-3.084, -2.793, -0.031], [-1.897, -4.381, -1.174], [-3.714, -2.673, -0.812], [-3.224, -2.247, 0.799], [-1.133, -5.036, -1.212], [-2.503, -4.289, -1.969], [3.623, 3.210, 5.147], [3.584, 3.668, 4.008], [3.986, 1.928, 5.408], [3.306, 3.950, 6.241], [4.025, 1.535, 6.330], [4.229, 1.351, 4.621], [3.033, 4.905, 6.086], [3.331, 3.599, 7.180], [1.405, -6.622, -1.573], [1.192, -5.609, -0.913], [0.868, -7.828, -1.253], [2.194, -6.619, -2.677], [1.028, -8.667, -1.777], [0.277, -7.866, -0.440], [2.608, -5.742, -2.943], [2.382, -7.433, -3.231], [-6.170, -1.550, -1.910], [-5.069, -2.071, -2.070], [-6.319, -0.319, -1.346], [-7.323, -2.152, -2.278], [-7.206, 0.126, -1.205], [-5.484, 0.159, -1.061], [-7.251, -3.062, -2.698], [-8.233, -1.747, -2.158], [-10.339, -1.686, -4.273], [-9.898, -2.549, -3.525], [-10.643, -0.429, -3.847], [-10.563, -1.912, -5.593], [-11.005, 0.290, -4.444], [-10.492, -0.226, -2.875], [-10.351, -2.829, -5.944], [-10.924, -1.221, -6.224]],
  "atomic_forces_ev_per_a": [[-0.7, -0.5, -0.3], [2.2, -0.1, 0.0], [-1.7, 0.2, 0.4], [-0.6, -1.5, 0.0], [-0.9, -0.1, 0.4], [0.1, -0.7, -0.1], [1.0, 0.0, 1.3], [-0.6, -0.1, -1.1], [0.1, -0.2, 1.3], [1.5, 2.4, 0.1], [-2.1, -0.7, 2.0], [1.9, -1.2, 2.2], [-2.7, -2.2, -1.6], [1.7, 3.2, -0.4], [-1.3, -1.0, -3.8], [0.5, 0.1, 0.6], [0.9, 0.3, 0.2], [0.0, 0.5, -1.0], [-0.4, 1.1, 0.3], [0.4, 0.3, -1.0], [-0.1, 1.0, 0.5], [-0.2, -0.3, 0.9], [-0.3, -0.8, -0.5], [0.1, 0.9, -0.6], [0.3, 0.3, 0.9], [0.2, 0.8, -0.9], [-0.6, -0.9, -0.4], [-0.3, 0.1, 0.9], [0.1, -0.9, -0.8], [0.7, -0.7, 0.7], [0.3, -0.7, -1.1], [1.0, 0.3, 0.6], [-1.3, 0.2, -0.5], [0.0, 1.0, 1.1], [0.9, 0.4, -0.3], [0.8, -0.1, 0.2], [0.2, -0.5, -0.2], [-0.7, 0.3, 0.0], [-0.1, 0.1, 0.0], [0.0, 0.1, -0.1], [0.1, 0.2, 0.0], [0.7, -0.1, 0.1], [-0.1, 0.1, -0.1], [0.0, -0.2, 0.1], [-0.1, 0.0, 0.1], [-0.2, 0.2, -0.1], [-0.1, -0.1, 0.0], [-0.1, 0.1, 0.1], [0.0, 0.3, 0.1], [0.3, -0.4, -0.2], [-0.1, 0.1, 0.0], [0.0, -0.2, 0.0], [0.1, 0.1, 0.0], [-0.1, 0.1, 0.1], [0.1, -0.1, 0.1], [-0.4, -0.2, -0.2], [0.0, -0.3, -0.3], [-0.2, 0.3, 0.0], [0.0, 0.0, 0.0], [0.0, 0.0, 0.1], [0.1, -0.1, 0.0], [0.1, 0.0, 0.0], [0.0, -0.2, -0.1], [-0.2, -0.1, -0.1], [-0.3, -0.1, 0.3], [0.2, 0.3, -0.2], [0.0, 0.0, 0.0], [0.1, 0.0, -0.1], [0.0, -0.1, 0.0], [0.0, 0.0, 0.0], [-0.4, -0.4, -0.2], [0.2, 0.1, 0.1], [0.3, 0.4, 0.2], [0.4, -0.1, 0.1], [0.0, -0.1, 0.0], [-0.1, 0.0, 0.0], [-0.2, 0.1, 0.0], [-0.1, -0.2, -0.2], [0.0, -0.2, -0.1], [0.0, 0.2, 0.0], [0.1, 0.3, 0.3], [0.0, -0.2, -0.2], [0.0, 0.0, 0.0], [-0.1, 0.0, -0.1], [0.0, 0.1, 0.0], [0.0, 0.0, 0.0]],
  "mulliken_charge": [-0.59, 0.57, -0.56, -0.37, -0.31, -0.92, -0.38, 0.03, -0.92, -0.72, 0.52, -0.53, -0.39, -0.17, 0.09, -0.24, 0.17, 0.23, 0.27, 0.24, 0.39, 0.31, 0.30, 0.07, 0.53, -0.48, 0.73, 0.39, 0.32, 0.31, 0.31, 0.33, 0.25, 0.26, 0.30, 0.34, 0.23, 0.04, 0.52, -0.70, -0.17, -0.34, 0.27, 0.11, 0.22, 0.20, 0.58, -0.74, -0.26, -0.29, 0.22, 0.18, 0.19, 0.14, 0.71, -0.66, -0.37, -0.43, 0.17, 0.21, 0.23, 0.16, 0.76, -0.74, -0.42, -0.42, 0.16, 0.23, 0.23, 0.17, 0.67, -0.78, -0.35, -0.27, 0.15, 0.20, 0.18, 0.10, 0.70, -0.67, -0.37, -0.40, 0.17, 0.20, 0.22, 0.16],
  "e_lumo_ev": -3.52,
  "charge": 1
}


(3)
{
  "formula": "C17H46NO7Y",
  "method": "the ωB97M-V functional and the def2-TZVPD basis",
  "symbols": ["Y", "C", "C", "O", "H", "H", "H", "H", "H", "O", "H", "H", "O", "H", "H", "O", "H", "H", "C", "C", "C", "C", "C", "C", "N", "O", "C", "C", "C", "H", "H", "H", "H", "H", "H", "H", "H", "H", "H", "H", "H", "H", "H", "H", "H", "H", "H", "H", "C", "C", "C", "O", "H", "H", "H", "H", "H", "H", "H", "H", "C", "C", "C", "O", "H", "H", "H", "H", "H", "H", "H", "H"],
  "xyz": [[3.161, -2.962, -1.301], [-0.145, 0.351, -1.647], [-0.152, -1.165, -1.400], [1.170, -1.687, -1.599], [0.859, 0.768, -1.748], [-0.530, 0.821, -0.743], [-0.762, 0.624, -2.502], [-0.864, -1.735, -1.999], [-0.401, -1.358, -0.353], [3.539, -2.098, -3.453], [3.792, -2.583, -4.259], [2.881, -1.403, -3.775], [-0.098, -2.896, -4.272], [-0.077, -2.793, -3.316], [0.531, -2.244, -4.605], [1.794, -0.517, -4.736], [1.575, 0.084, -4.003], [2.206, 0.060, -5.399], [3.311, 0.664, 5.345], [2.114, 0.532, 4.401], [1.006, 1.511, 4.800], [1.033, 2.902, 4.160], [1.389, 2.757, 2.674], [2.641, 1.948, 2.345], [2.470, 0.603, 2.964], [3.558, -0.265, 2.658], [2.616, 1.727, 0.836], [3.883, 2.733, 2.719], [1.484, -0.852, 4.636], [3.391, 1.620, 5.862], [4.270, 0.499, 4.842], [3.336, -0.139, 6.081], [-0.004, 1.107, 4.704], [1.009, 1.728, 5.874], [1.717, 3.630, 4.600], [0.048, 3.358, 4.260], [1.555, 3.815, 2.438], [0.584, 2.446, 2.007], [3.538, 1.278, 0.434], [1.923, 0.920, 0.579], [2.479, 2.616, 0.223], [4.030, 2.980, 3.769], [4.816, 2.255, 2.391], [3.888, 3.649, 2.125], [0.594, -0.962, 4.003], [0.907, -0.898, 5.568], [2.165, -1.699, 4.609], [4.282, 0.333, 2.923], [-5.289, -1.431, 0.696], [-4.085, -0.556, 0.304], [-3.000, -0.862, 1.300], [-3.845, -0.836, -1.078], [-5.612, -1.151, 1.704], [-5.144, -2.512, 0.667], [-6.157, -1.231, 0.065], [-4.453, 0.467, 0.374], [-2.037, -0.334, 1.169], [-2.648, -1.898, 1.210], [-3.093, -0.642, 2.364], [-3.171, -1.523, -1.136], [-4.151, 0.151, -4.428], [-2.974, -0.537, -5.113], [-3.114, -2.066, -5.236], [-2.871, 0.027, -6.423], [-3.972, 1.213, -4.260], [-4.310, -0.314, -3.456], [-5.058, 0.096, -5.030], [-2.072, -0.303, -4.533], [-4.015, -2.245, -5.822], [-3.027, -2.718, -4.368], [-2.281, -2.426, -5.851], [-2.133, -0.430, -6.842]],
  "atomic_forces_ev_per_a": [[-4.7, 3.9, -1.9], [-0.4, -0.3, 0.2], [0.5, 0.4, 1.0], [4.6, -3.2, 0.4], [0.1, -0.3, -0.2], [-0.2, 0.2, -0.2], [0.0, 0.1, 0.0], [0.0, 0.2, -0.3], [-0.1, 0.0, -0.1], [0.0, -0.9, 1.1], [0.1, 0.1, 0.1], [-0.2, 0.0, -0.4], [0.5, -0.2, 0.1], [0.0, 0.1, -0.1], [-0.3, 0.1, -0.1], [0.7, 0.2, 0.8], [-0.4, 0.0, -0.3], [-0.1, -0.1, -0.1], [1.0, -0.1, 0.0], [-0.3, -1.0, 0.8], [-0.6, 1.6, 0.7], [-0.1, -1.1, -0.9], [-0.3, 1.6, 0.3], [-0.4, -0.4, 0.0], [-1.3, 0.6, -0.3], [0.1, 1.2, 0.3], [0.9, -1.1, -1.0], [1.1, 0.1, -0.2], [-1.3, 0.0, 0.1], [-0.1, 0.0, 0.0], [0.0, 0.2, -0.1], [-0.4, 0.2, 0.2], [0.2, -0.3, -0.7], [0.6, -0.6, 0.1], [0.3, -0.4, 0.3], [0.0, 0.0, -0.1], [0.3, -0.2, -0.8], [-0.3, -0.3, 0.4], [0.4, 0.3, 0.5], [-0.6, 0.5, 0.2], [-0.4, 0.1, 0.3], [-0.4, 0.0, 0.0], [-0.1, -0.3, 0.1], [-0.1, 0.2, 0.2], [0.6, -0.3, -0.8], [0.9, 0.2, 0.5], [0.0, 0.0, -0.2], [0.5, -0.8, -0.2], [-0.8, 0.6, 0.4], [-2.2, -1.2, 0.7], [2.9, 0.1, -0.3], [1.3, 0.4, 0.2], [0.1, -0.2, 0.1], [0.5, 0.1, 0.0], [0.2, 0.1, -0.2], [0.4, 0.2, -0.2], [-0.3, 0.4, -0.7], [-0.6, -0.2, 0.1], [-1.2, -0.2, -0.1], [-0.2, -0.1, 0.0], [0.2, -0.2, 0.1], [-0.5, -0.1, 0.3], [0.4, 0.3, -1.0], [0.4, -0.3, 0.4], [0.2, 0.0, -0.1], [-0.2, 0.0, 0.0], [0.0, -0.3, 0.0], [0.2, 0.0, 0.0], [-0.2, -0.3, 0.3], [-0.5, 0.5, 0.4], [0.0, 0.1, -0.2], [-0.2, 0.1, -0.3]],
  "mulliken_charge": [1.90, -1.27, 0.28, -0.40, 0.51, 0.22, 0.22, 0.22, 0.01, -0.60, 0.39, 0.49, -0.53, 0.22, 0.34, -0.69, 0.35, 0.33, -1.67, 1.92, -1.30, -0.78, -1.28, 1.84, 0.09, -0.44, -2.15, -1.79, -2.03, 0.38, 0.27, 0.45, 0.47, 0.38, 0.36, 0.39, 0.41, 0.37, 0.34, 0.39, 0.42, 0.36, 0.48, 0.46, 0.38, 0.46, 0.40, 0.38, -1.38, 0.46, -1.07, -0.40, 0.41, 0.33, 0.36, 0.28, 0.01, 0.37, 0.44, 0.17, -1.28, 1.01, -1.14, -0.57, 0.36, 0.26, 0.39, -0.22, 0.34, 0.28, 0.30, 0.33],
  "e_lumo_ev": -10.49,
  "charge": 2
}


no.,E_HOMO (eV)
1,-4.96
2,-10.84
3,-13.23